# 1
# C5H11N

2 unconnected molecules or ions with the total composition C5H11N (ωB97M-V with the def2-TZVPD basis set, the Open Molecules 2025 dataset).

The geometry in XYZ format:
```
17
Properties=species:S:1:pos:R:3
H 0.102 2.459 -1.382
N 0.586 -0.887 0.815
C 0.771 -2.167 0.725
C -0.843 2.167 -0.914
C 0.267 0.309 0.345
H -0.710 0.095 -1.517
H 2.301 -0.225 -1.043
H 0.634 -2.657 -0.231
H -0.955 2.757 0.003
H 1.248 0.509 2.351
H 2.672 -0.840 -1.257
H -1.811 0.377 -0.170
H -1.664 2.430 -1.589
H 1.110 -2.703 1.601
C 0.370 0.142 1.817
C -0.835 0.674 -0.594
H -0.503 -0.057 2.454
```

The LUMO energy (spin up / spin down) is 1.110 / 1.110 eV. The calculation puts the max |F| at 0.007 hartree/bohr. As for the charge: 0.

Here are the Mulliken charges for atoms 1 to 6, given in e: atom 1 (H): 0.302, atom 2 (N): 0.152, atom 3 (C): -0.463, atom 4 (C): -1.102, atom 5 (C): -0.115, atom 6 (H): 0.205

# 2
# C3H7NO3

C3H7NO3 in the gas phase in a non-equilibrium geometry (ωB97M-V with the def2-TZVPD basis set, the Open Molecules 2025 dataset).

The geometry in XYZ format:
```
14
Properties=species:S:1:pos:R:3
H 1.042 -1.753 -0.348
O -0.677 -0.471 -0.419
H 0.692 -0.786 -1.969
H -0.090 -0.852 1.682
N -1.616 0.501 1.370
O -2.494 1.052 0.430
H 2.822 -1.137 -0.213
H -2.248 0.471 -0.513
H 3.102 -0.135 -1.707
C 2.817 -0.115 -0.623
O 1.428 0.334 -0.399
H 3.630 0.513 -0.240
C 0.613 -0.768 -0.795
C -0.713 -0.309 0.890
```

The LUMO energy is 0.667 eV. The calculation puts the max |F| at 0.103 hartree/bohr. As for the charge: 0.

Here are the Mulliken charges for atoms 1 to 6, given in e: atom 1 (H): 0.384, atom 2 (O): -0.440, atom 3 (H): 0.265, atom 4 (H): 0.329, atom 5 (N): -0.343, atom 6 (O): -0.336

# 3
# C34H42FeN4O6PS5

A molecular structure, C34H42FeN4O6PS5 (ωB97M-V with the def2-TZVPD basis set, the Open Molecules 2025 dataset).

The geometry in XYZ format:
```
93
Properties=species:S:1:pos:R:3
H 6.293 -1.949 2.814
H -4.290 -3.734 -0.555
O -0.008 1.392 5.000
O 0.739 3.252 3.439
H -5.156 3.503 -1.858
C 0.416 2.486 -0.480
C -1.829 2.872 -1.732
C 1.015 -2.334 3.292
H -2.380 4.527 3.999
C 7.135 -4.495 3.218
C 3.234 -3.149 2.065
H 1.639 2.520 7.740
H 7.286 -4.341 4.289
C -3.188 2.782 -1.433
C -4.103 3.582 -2.097
S -1.925 -2.872 0.812
H -0.526 4.417 2.372
H -1.846 -2.867 -2.645
C -0.877 2.012 -0.999
C 4.741 -4.939 2.570
H 1.038 3.459 6.366
Fe 0.299 -0.237 0.173
S 1.595 -2.602 1.616
C 0.510 1.363 6.342
O -1.076 -1.668 0.772
H -0.549 6.266 3.944
H 4.019 -1.167 2.168
C -3.554 -2.160 0.677
H -1.988 5.244 -4.151
H -5.290 0.580 1.621
H -3.122 -1.770 -2.590
C 2.068 4.127 0.049
C 5.767 -4.028 2.798
C 4.242 -2.221 2.280
H -3.053 -0.440 1.854
O 1.855 -1.222 1.043
H -6.546 -2.716 -0.795
H 7.917 -3.944 2.695
H 1.128 5.710 3.760
C -1.408 3.763 -2.715
C 0.786 3.817 -0.380
C -1.355 -1.047 -2.041
H 0.200 5.277 5.206
N -1.941 0.035 -1.573
C -5.786 -2.218 -0.203
H 1.978 -0.171 6.015
C 1.100 -0.006 6.637
H -2.075 2.856 3.481
H -8.061 -0.928 -0.439
O -1.781 -3.741 -0.338
N 1.275 1.490 -0.160
H -0.392 1.493 6.947
H 3.940 3.302 0.724
C -5.083 -0.376 1.150
H -0.003 -1.963 3.214
C 0.139 5.438 4.128
H 2.682 -5.218 2.004
C -7.435 -0.365 0.254
H 0.071 4.591 -0.623
H 1.391 -0.069 7.688
H -0.357 3.819 -2.970
H -7.954 -0.318 1.214
O -1.854 -3.537 2.098
C 2.497 1.795 0.250
C 2.943 3.106 0.359
C -0.359 4.184 3.429
N -1.012 0.741 -0.865
H -4.394 5.097 -3.592
N -2.136 -1.907 -2.767
S 0.339 -1.394 -1.863
C 3.475 -4.506 2.199
H 3.122 0.957 0.521
C -4.529 -2.798 -0.069
C -3.676 4.475 -3.071
P 0.756 1.646 3.601
H 2.414 2.373 6.146
C 5.501 -2.669 2.644
S 2.653 1.143 3.636
C -6.079 -1.001 0.401
H 4.936 -6.000 2.672
C -3.829 -0.945 1.291
S -0.499 0.790 2.296
H 1.024 -3.299 3.798
C -1.667 3.700 4.032
H 1.677 -1.607 3.762
C 1.464 2.501 6.662
H -3.514 2.068 -0.689
H -7.351 0.657 -0.121
H -1.531 3.398 5.070
H 2.371 5.162 0.152
C -2.327 4.561 -3.382
H 7.270 -5.557 3.013
H 0.367 -0.785 6.427
```

The LUMO energy is 2.409 eV. The calculation puts the max |F| at 0.010 hartree/bohr. As for the charge: -1.

Here are the Mulliken charges for atoms 1 to 6, given in e: atom 1 (H): 0.389, atom 2 (H): 0.479, atom 3 (O): -0.307, atom 4 (O): -0.153, atom 5 (H): 0.405, atom 6 (C): 0.246

# 4
# C6H8HgO6

A molecular structure, C6H8HgO6 in a non-equilibrium geometry (ωB97M-V with the def2-TZVPD basis set, the Open Molecules 2025 dataset).

The geometry in XYZ format:
```
21
Properties=species:S:1:pos:R:3
H -0.403 0.778 0.737
C -0.097 -0.272 0.642
C 1.280 -0.538 0.315
C 3.425 0.301 -0.010
O -2.803 0.006 1.935
O -4.981 -0.445 1.570
H -0.625 -2.323 0.949
H -0.572 -1.207 2.327
O 2.100 0.534 0.189
O 4.210 1.231 0.273
O 3.830 -0.825 -0.383
H -2.888 -2.044 1.664
H 1.744 -1.444 0.736
C -0.915 -1.314 1.269
O -4.278 1.346 2.745
C -2.425 -1.159 1.211
C -4.106 0.247 2.028
H 0.548 -0.747 -0.716
H -5.222 1.488 2.898
H -2.765 -1.075 0.171
Hg 5.569 -0.040 -0.273
```

The LUMO energy is -11.064 eV. The calculation puts the max |F| at 0.235 hartree/bohr. As for the charge: +2.

Here are the Mulliken charges for atoms 1 to 6, given in e: atom 1 (H): 0.517, atom 2 (C): -0.340, atom 3 (C): -0.054, atom 4 (C): 0.936, atom 5 (O): -0.285, atom 6 (O): -0.495